C32H53IrN3O2P2S | wB97M-V/def2-TZVPD

```
94
Properties=species:S:1:pos:R:3:forces:R:3
O -0.9232 -0.0042 2.8994 0.140 0.046 -0.062
C 2.7327 -1.7464 0.9974 0.144 -0.002 0.020
C -4.3953 1.1601 0.5383 -0.016 0.017 0.026
H -2.2501 6.3614 -0.0217 -0.012 -0.007 -0.010
C 2.1170 0.4577 -2.7184 0.069 -0.016 -0.088
Ir -0.2736 0.4652 0.9067 -0.188 -0.465 0.486
C -3.0346 0.7585 -2.6542 -0.038 0.003 -0.073
P 2.0597 0.9185 1.2573 -0.183 -0.095 0.064
H -3.5965 -0.7115 2.4058 0.004 -0.002 0.001
H -4.0342 0.3987 -2.4309 0.002 0.013 0.002
H -1.3447 2.5562 -4.9297 0.008 -0.012 0.005
H 4.6816 1.4042 -0.0163 -0.021 -0.014 -0.032
C -2.8312 1.4830 -3.8183 -0.013 -0.033 0.037
C 2.6409 3.6327 1.1153 0.061 0.013 0.075
H 3.6193 3.5942 0.6329 -0.036 0.005 0.000
N -2.9139 3.4836 2.4161 -0.035 0.096 -0.167
C -4.1630 -1.1196 1.5652 0.004 0.009 -0.005
H 3.7254 3.4617 3.5914 0.010 0.003 0.008
C -0.4905 1.6904 -3.1861 0.011 0.077 -0.057
C 2.5073 2.4927 2.1334 0.038 0.023 0.023
C -3.9404 -0.2709 0.3116 0.018 -0.074 -0.063
C -2.4759 2.8348 3.6513 0.002 -0.065 0.057
C -3.1192 -2.7118 -1.4717 -0.007 -0.019 0.002
H -3.9470 5.8569 -0.0446 -0.009 -0.018 0.026
H -4.8667 3.1554 3.0264 0.004 0.012 -0.016
H -4.4118 4.8599 3.0331 0.029 0.034 -0.021
H 0.4842 2.1082 -3.3980 -0.081 0.021 0.002
H -3.2375 -2.1344 -2.3919 -0.005 0.000 0.010
C -2.9852 5.7042 0.4452 -0.146 -0.119 0.013
H 1.6920 -1.9624 0.7949 0.035 0.009 -0.007
H 3.2462 -1.5618 0.0522 0.014 -0.006 0.004
H -4.9204 1.6153 -4.3282 0.003 -0.001 -0.002
H 0.2103 -1.9841 -0.8115 0.004 0.000 0.007
P -2.1851 -0.3789 -0.2030 0.166 0.105 -0.116
H -1.8232 3.0380 -1.2251 0.038 -0.098 -0.039
C -3.9443 1.7435 -4.7958 0.002 0.007 0.004
H 6.3363 1.9081 -1.8772 -0.003 -0.004 0.005
H -3.0585 5.9793 1.4884 -0.038 -0.048 0.179
C 3.4562 0.5813 -3.0314 -0.028 -0.024 0.016
H 3.7760 0.3692 -4.0455 -0.008 0.002 0.001
H -5.4676 1.1794 0.7449 0.003 0.015 -0.016
S -0.5888 2.7519 1.3110 0.308 0.239 -0.913
H 1.6247 2.6763 2.7529 -0.026 0.025 -0.055
C 4.4093 0.9656 -2.0858 -0.001 0.010 0.034
H 5.9870 1.3287 -3.5048 0.000 0.001 0.003
C 4.4622 -0.4321 2.1655 0.088 0.035 0.069
H -3.8646 -2.1584 1.4235 -0.011 -0.003 0.005
H 4.7955 -1.3268 2.6945 0.018 -0.014 -0.021
C -0.6853 0.9338 -2.0179 -0.084 0.031 -0.003
H 3.1783 -2.6358 1.4466 -0.015 -0.006 0.009
H -0.9362 4.5710 -1.1117 -0.010 0.001 0.002
H -3.8788 1.5621 1.4070 0.019 0.020 0.030
H -4.0719 -2.7261 -0.9423 0.015 -0.011 -0.006
H -0.8528 -1.9156 3.6120 0.010 -0.017 -0.005
C 3.9626 1.1477 -0.7886 0.083 0.020 -0.032
N 0.3025 0.6836 -1.0771 -0.044 0.029 0.357
C 5.8637 1.1067 -2.4455 -0.003 -0.005 0.004
C -4.3094 3.9217 2.4878 0.107 0.078 -0.055
O -0.1283 -1.6538 1.7199 -0.171 0.272 -0.134
H -3.1419 1.9967 3.8640 0.033 -0.015 -0.002
C 2.6194 1.0009 -0.4448 -0.189 -0.001 0.005
C -1.9673 -2.1697 -0.6260 0.038 0.020 0.003
H 1.4210 0.1461 -3.4857 0.064 -0.023 0.033
H -1.4637 2.4643 3.5545 -0.054 0.030 0.040
C -1.9175 4.0983 -1.0347 0.019 -0.031 -0.077
C -1.5360 1.9510 -4.0500 -0.009 0.002 0.025
C -1.9959 0.4880 -1.7660 -0.048 0.086 0.070
H -3.8915 1.0565 -5.6428 0.001 0.002 0.000
C 2.9508 -0.5561 1.9451 -0.021 -0.014 -0.065
H 6.4131 0.1861 -2.2362 -0.002 0.003 -0.008
H 2.5549 4.5895 1.6341 0.013 -0.004 -0.002
C -0.6448 -1.2275 2.7870 0.165 -0.056 -0.055
H -2.8932 -3.7398 -1.7593 0.000 0.002 -0.009
C 1.6483 0.7301 -1.4231 0.071 0.001 0.114
H 4.9855 -0.4171 1.2089 0.000 0.022 0.019
H -4.7341 4.0213 1.4964 0.021 0.053 -0.144
H 2.4679 -0.7527 2.9083 -0.050 -0.025 -0.013
C -0.6393 -2.3940 -1.3522 -0.012 -0.023 -0.005
H -2.5406 3.5529 4.4696 -0.030 0.012 0.000
N -2.5114 4.3253 0.2800 0.115 0.044 0.160
H -4.1967 1.8050 -0.3200 0.000 -0.001 0.015
H 1.8849 3.5997 0.3348 -0.055 -0.002 -0.019
H -5.2201 -1.1136 1.8358 0.003 0.008 0.007
H 4.7736 0.4297 2.7499 -0.038 -0.255 -0.103
H -2.5862 4.5260 -1.7813 -0.011 0.010 0.014
H -0.4773 -3.4659 -1.4756 -0.010 0.003 -0.016
C -2.1713 3.5311 1.3065 -0.116 -0.165 0.336
H 4.6533 2.4047 2.5374 -0.068 0.036 0.032
H -1.9297 -2.7012 0.3270 0.005 0.024 0.010
H -3.8908 2.7564 -5.1967 -0.003 -0.004 0.003
H -0.6639 -1.9411 -2.3455 0.012 0.015 0.004
H -4.5097 -0.7001 -0.5168 -0.028 0.014 0.022
H 3.6551 1.7210 3.8375 -0.018 0.034 0.007
C 3.7091 2.4988 3.0768 -0.017 0.105 0.011
```
Forces are in eV/Å.

Properties
energy relative to the best compared isomer or geometry (same formula, charge and spin) = 53.79 kJ/mol
strongest force on any atom = 1.0 eV/Å
LUMO = -0.110 Eh
electronic energy = -74859.3791 eV
charge = +1
frontier orbital gap = 0.225 Ha

Löwdin atomic charge list, values in e, 4 entries:
1. O -0.19
2. C -0.11
3. C -0.10
4. H 0.10

=====

C27H31AsN8O3Sr | wB97M-V/def2-TZVPD

```
71
Properties=species:S:1:pos:R:3:forces:R:3
C -0.6164 -3.7997 -0.9425 0.048 0.033 0.020
H -4.9812 -0.2180 3.8881 0.000 0.001 0.001
H 1.2952 -0.0869 3.6579 0.001 -0.018 -0.005
N -1.9901 2.6627 2.1439 0.000 -0.048 0.075
H -3.2904 2.9758 -3.7106 0.009 -0.007 -0.003
H 6.1917 -4.1560 -1.1658 -0.005 -0.009 -0.004
H 1.1556 2.1365 -0.3988 -0.143 0.070 -0.065
N -0.8600 -3.3973 1.4974 -0.046 0.026 0.035
C -1.5751 2.2630 3.3605 0.063 0.047 0.028
C -3.5134 3.4509 -1.6185 0.033 -0.012 0.038
C -1.3418 2.1031 1.1429 -0.139 0.032 -0.209
H 4.8865 -0.4895 0.6549 0.016 -0.008 -0.003
Sr 0.4216 -0.3235 -0.8819 -1.424 -1.128 0.595
H -1.1788 -3.4752 -1.8197 -0.002 0.007 0.002
C 0.0485 0.9678 2.5133 0.041 -0.136 -0.056
C 2.0936 2.0244 -0.9334 0.637 0.352 0.801
H 2.6344 2.9703 -0.8567 -0.010 -0.007 0.063
H 4.4401 2.1245 -2.9282 -0.029 0.008 0.030
H -4.3991 4.0598 -1.7449 0.000 0.000 -0.001
H -2.4099 -3.1123 0.0601 -0.036 0.007 0.009
C 4.0752 -3.8766 -0.9444 0.028 -0.054 -0.029
C 1.6698 -3.5920 -0.7063 0.153 0.120 0.028
C 3.0236 -3.0479 -0.5394 -0.242 -0.195 -0.063
C -3.2622 -1.2506 3.1105 -0.053 0.039 0.067
C 3.7770 1.3382 -3.2871 0.041 -0.007 -0.156
C -1.3020 -2.4513 2.2199 -0.031 -0.006 -0.092
C 1.4218 3.3963 -3.5289 -0.011 0.299 -0.150
C 4.6681 -1.4394 0.1792 -0.039 0.056 0.030
H 0.5473 3.7492 -2.9833 -0.002 -0.057 0.034
H -4.0358 0.4380 -0.2543 -0.006 -0.011 -0.006
C -1.8596 2.4371 -0.2302 0.096 -0.140 0.157
N -1.2446 1.8916 -1.2819 0.105 -0.057 0.065
C -2.9876 3.2339 -0.3568 -0.089 0.079 -0.037
C -2.6818 -0.8665 0.7732 -0.014 -0.028 0.012
H 1.6064 -0.3015 1.9489 -0.007 -0.019 -0.026
H -0.7684 -2.3012 3.1632 -0.016 0.002 0.012
H -3.0316 -1.7262 4.0596 0.019 -0.008 -0.013
C -2.9006 2.8560 -2.7092 0.001 0.004 0.011
H 3.8250 -4.8455 -1.3650 0.015 0.003 0.002
C -4.3543 -0.4009 3.0254 0.040 -0.014 -0.036
H 3.8558 1.2620 -4.3699 -0.044 -0.008 0.001
H 1.1481 3.2633 -4.5740 0.032 -0.093 0.007
H -3.4407 3.6416 0.5337 0.004 -0.008 -0.001
As 1.9617 1.7147 -2.7895 0.170 0.358 -1.311
H -3.1143 3.2178 4.2488 -0.004 -0.010 -0.002
N 0.5755 -2.9522 -0.8177 -0.055 -0.228 -0.048
H -0.2972 -4.8336 -1.1128 -0.008 -0.008 -0.025
O -1.8822 -1.0022 -0.2297 0.598 0.339 -0.463
H -1.9384 -4.7700 0.4307 0.006 -0.006 -0.012
C -4.6342 0.1928 1.7952 -0.001 0.009 -0.002
O 2.3757 -0.9946 0.4969 -0.379 0.472 -0.416
C -3.8251 -0.0317 0.7001 -0.018 -0.018 0.042
N 1.0814 0.1450 2.7041 -0.006 0.097 0.051
C -1.7674 2.0891 -2.4915 -0.015 0.023 -0.060
H -1.2507 1.6044 -3.3130 0.012 -0.006 0.023
C -2.4532 -1.5318 2.0123 0.132 0.008 0.044
H -2.0636 2.3503 5.3144 -0.010 0.000 0.004
C 5.3976 -3.5017 -0.8342 -0.011 0.085 0.034
H 2.2092 4.1464 -3.4583 0.046 -0.070 0.053
C 5.6828 -2.2601 -0.2612 0.002 -0.071 -0.031
H 2.7118 1.2615 -0.4519 -0.058 -0.084 0.048
H 1.6397 -4.6872 -0.7551 0.044 -0.022 0.004
H -5.4931 0.8485 1.6964 0.002 -0.004 0.001
H 6.7133 -1.9441 -0.1461 -0.002 0.007 0.002
O 0.9140 0.5299 -3.2981 0.160 -0.192 0.764
N -2.2255 2.7837 4.4227 -0.012 -0.005 0.007
C -1.5632 -3.7535 0.2784 0.070 0.016 0.030
N -0.3171 1.2614 1.2368 0.229 0.028 0.047
N -0.5644 1.4397 3.6024 -0.064 0.025 -0.040
C 3.3023 -1.7968 0.0598 0.205 0.150 0.057
H 4.0649 0.3863 -2.8407 -0.030 0.000 0.034
```
Forces are in eV/Å.

Properties
energy relative to the best compared isomer or geometry (same formula, charge and spin) = 36.70 kJ/mol
strongest force on any atom = 1.9 eV/Å
LUMO = -0.003 Eh
electronic energy = -108244.4704 eV
frontier orbital gap = 0.245 Ha

Löwdin atomic charge list, values in e, 4 entries:
1. C -0.20
2. H 0.09
3. H 0.11
4. N 0.18

=====

C20H40IO9PS2 | wB97M-V/def2-TZVPD

```
73
Properties=species:S:1:pos:R:3:forces:R:3
H -3.5725 2.6349 -0.0963 0.967 -2.384 -0.479
C -1.1661 2.3296 -2.4814 -0.162 0.498 -2.463
H 7.0312 -0.1317 2.4021 -1.881 1.123 -1.296
H -1.3066 -2.0944 0.1725 -0.126 1.459 -0.405
H -3.3828 0.9788 0.7848 0.164 0.849 -2.539
H 1.0359 -1.5706 -3.7939 0.142 1.180 2.359
H -2.0141 4.4853 -2.6961 2.143 -0.905 1.205
H 4.5416 1.4894 3.0054 2.032 0.553 -1.192
O 5.6085 2.9854 1.7659 -1.182 -1.884 -0.903
H 1.0198 0.7972 2.1692 -1.521 -1.729 -1.068
C 3.2102 2.5619 0.7796 0.710 1.327 -0.655
P -1.5308 1.3824 -0.8863 0.569 1.616 1.748
S 1.7800 -1.5792 -0.2970 4.333 -6.273 3.735
O -1.6798 -1.1726 0.0562 1.400 0.509 -1.006
C 4.8322 2.8779 0.5209 -0.739 0.649 -0.523
O 1.1344 -2.9897 -0.0280 0.609 5.429 -1.482
C 6.2171 0.4300 1.7605 -0.486 0.662 -0.800
C -2.0761 -2.3606 -4.0155 -1.249 0.421 0.368
H -2.0258 2.1089 -3.2695 1.845 0.590 1.405
H -0.5688 -2.3002 -1.8673 0.447 2.521 -0.377
H 2.9419 2.5043 1.9178 0.583 -0.135 -2.073
H -2.2912 -3.9129 -2.2803 -1.658 1.424 -1.280
H 0.9208 2.1778 0.4098 0.498 -2.131 -1.955
H 1.4199 -1.6476 2.8209 -2.129 0.670 -0.466
H -4.3399 -1.5805 1.9944 1.607 -0.169 1.330
O 2.1295 -1.5363 -1.9630 -1.744 1.324 1.998
C 0.6814 -0.1306 0.1148 -1.685 2.374 -0.182
C -1.3918 -2.4391 4.3506 2.450 0.435 0.871
H -2.6242 -0.4557 -2.8897 2.075 -0.733 -0.522
H -5.4995 1.4984 -1.1478 2.225 -1.041 -0.552
H -1.2276 -0.2134 -4.1715 -0.771 -1.278 1.829
H -1.1551 -2.9805 -4.3878 -1.803 1.133 0.797
H 6.7204 0.8155 0.7573 -0.883 -0.882 2.186
H 5.3110 -0.2436 1.4473 1.974 0.960 0.607
H -0.9376 4.1439 -1.0767 -0.434 -0.088 -2.430
O -4.1784 -2.1329 4.8978 4.572 -0.563 -4.170
C -0.7391 -0.3241 -0.7493 0.190 -2.685 -0.540
C 0.2487 0.0262 1.6834 1.223 0.021 1.281
H -4.1793 1.0172 -2.4742 -0.463 0.036 2.267
H -0.2281 -2.2590 2.0744 1.393 2.205 0.866
S -3.1614 -2.4649 3.7369 -6.838 -4.058 1.312
C -3.0004 -3.2250 -2.9299 1.691 0.330 0.621
O 2.8478 1.3563 0.0190 -1.585 1.054 0.666
O -3.4514 -3.8822 3.1297 1.775 5.239 1.745
O 3.1311 -1.6184 0.5196 -4.961 1.444 -3.585
H 2.6460 3.5090 0.3403 0.936 -1.973 0.836
C 1.0408 -0.9654 -2.7646 -1.577 0.350 -2.220
H -0.0891 4.4421 -2.7455 -1.938 -1.100 0.832
C -0.4653 -1.1405 -2.1352 -0.379 -1.149 -0.611
H 1.3025 1.5770 -1.4329 -0.120 -0.454 2.220
I -4.3995 -4.6080 -3.9408 0.760 0.763 0.500
C -1.0440 3.9782 -2.2435 -0.346 -0.453 0.514
H 1.2537 0.1631 -3.0904 -0.269 -2.376 1.058
H -3.6353 -2.5451 -2.2187 1.255 -1.267 -1.549
C -1.6323 -0.9118 -3.3077 0.282 -0.708 -0.745
C -3.3284 1.4830 -0.2933 -1.478 0.578 -0.353
H 4.9134 3.9438 -0.0102 -0.122 -2.319 1.393
C -4.4661 0.9480 -1.3418 -0.928 -1.061 1.164
H -0.8297 -3.3923 3.9050 -1.659 2.110 0.744
H -1.4026 -2.5659 5.5370 -0.743 0.239 -2.724
H -2.8023 -2.1466 -4.9371 1.815 -0.297 1.928
H -4.6727 -0.1923 -1.0558 0.482 2.346 -0.946
H -0.1495 2.0257 -3.0194 -2.261 0.148 1.403
H 5.2564 2.1054 -0.2565 -0.839 1.214 1.744
H 0.1045 -0.6595 4.8594 -1.431 -1.083 -1.620
C 5.6043 1.7351 2.5410 1.023 -0.776 1.546
H -0.8137 0.5558 1.8089 2.299 -1.403 -0.856
C 0.3176 -1.3307 2.5886 -1.304 -0.141 0.409
C -0.5666 -1.0581 3.9820 -0.329 0.023 -0.954
O -3.4969 -1.3261 2.4977 0.448 -1.247 1.017
H 6.3180 1.9262 3.4784 -1.629 -0.055 -2.121
C 1.3872 1.3319 -0.2919 0.978 0.514 0.658
H -1.3848 -0.2373 3.7576 1.757 -1.520 0.481
```
Forces are in eV/Å.

Properties
strongest force on any atom = 8.5 eV/Å
LUMO = -0.006 Eh
electronic energy = -78861.1442 eV
frontier orbital gap = 0.294 Ha

Löwdin atomic charge list, values in e, 4 entries:
1. H 0.10
2. C -0.41
3. H 0.09
4. H 0.10

=====

Q: Look up the electronic energy of the second one.
A: -108244.4704 eV

=====

Q: Which of these has the highest strongest force on any atom?
A: C20H40IO9PS2

=====

Q: Which of these has the highest strongest force on any atom?
A: C20H40IO9PS2

=====

Q: Look up the frontier orbital gap of the third one.
A: 0.294 Ha